C4H9N3 | the ωB97M-V functional and the def2-TZVPD basis

* gap between HOMO and LUMO (alpha / beta): 7.230 / 7.227 eV
* SMILES string: [H]/N=C/N(C)/C=C/N
* relative energy (zero: lowest compared OMol25 entry of this formula, charge and spin): 92.4 kcal per mole
* electronic energy: -321.943162 hartree

```
16
C4H9N3 the ωB97M-V functional and the def2-TZVPD basis
H 0.370 -2.565 -1.071
N -0.161 -1.723 -0.856
C 0.652 -0.746 -0.557
N 0.130 0.630 -0.570
C 0.144 1.500 -1.724
C -0.311 0.876 0.658
C 0.073 -0.188 1.503
N -0.907 -0.819 2.282
H 1.712 -0.766 -0.857
H -0.734 1.263 -2.332
H 1.042 1.378 -2.338
H 0.112 2.552 -1.434
H -1.114 1.599 0.803
H 1.095 -0.235 1.869
H -0.522 -1.473 2.953
H -1.582 -1.283 1.671
```



C4H12N2 | the ωB97M-V functional and the def2-TZVPD basis

* charge: -1
* gap between HOMO and LUMO (alpha / beta): 2.953 / 9.100 eV
* relative energy (zero: lowest compared OMol25 entry of this formula, charge and spin): 36.9 kcal per mole
* <S²>: 0.751
* electronic energy: -268.994862 hartree
* spin multiplicity: 2

```
18
C4H12N2 the ωB97M-V functional and the def2-TZVPD basis
C -0.803 -0.409 0.184
C -0.328 -0.406 -1.317
C 0.105 0.971 -1.783
N 1.056 1.619 -0.919
C 0.265 -1.008 1.152
N -0.311 -1.108 2.511
H -0.829 0.663 0.540
H -1.897 -0.826 0.409
H 0.422 -1.167 -1.523
H -1.315 -0.737 -1.796
H 0.353 1.094 -2.846
H -0.909 1.509 -1.433
H 0.484 2.165 -0.268
H 1.390 2.519 -1.326
H 1.211 -0.329 1.048
H 0.587 -2.085 0.788
H -0.740 -0.181 2.755
H 0.591 -1.094 3.090
```



H28NO12 | the ωB97M-V functional and the def2-TZVPD basis

* charge: +1
* gap between HOMO and LUMO: 10.032 eV
* relative energy (zero: lowest compared OMol25 entry of this formula, charge and spin): 115.9 kcal per mole
* electronic energy: -974.030736 hartree

```
41
H28NO12 the ωB97M-V functional and the def2-TZVPD basis
N 38.086 5.050 38.315
H 38.486 5.025 39.280
H 38.046 4.009 38.228
H 38.968 5.304 37.864
H 37.317 5.623 37.911
O 37.620 8.299 38.665
H 38.543 8.802 38.689
H 36.864 8.995 38.952
O 40.305 3.560 36.639
H 40.439 4.254 35.973
H 41.078 3.076 36.967
O 36.001 6.906 40.290
H 35.724 7.269 41.124
H 36.467 7.499 39.661
O 35.667 3.723 35.874
H 36.378 3.114 36.253
H 34.946 3.225 35.962
O 40.609 3.336 39.858
H 40.736 4.123 40.267
H 41.282 2.893 39.297
O 40.310 6.308 40.187
H 40.946 7.108 39.981
H 40.176 6.423 40.984
O 36.297 2.581 39.644
H 35.496 2.452 39.294
H 36.250 2.143 40.359
O 35.872 6.226 35.040
H 35.109 6.415 34.569
H 35.798 5.457 35.487
O 37.982 5.855 42.051
H 38.836 5.947 42.423
H 37.220 6.163 42.707
O 40.879 6.024 35.772
H 40.705 6.869 35.581
H 41.812 5.861 35.774
O 38.554 3.095 42.179
H 38.238 3.766 41.748
H 39.320 2.894 41.717
O 38.085 2.004 36.672
H 38.338 1.493 37.429
H 38.852 2.346 36.452
```